Record 1
Entry from OMol25: a 2-piece molecular cluster, C9H14 overall at a distorted geometry (ωB97M-V/def2-TZVPD).

Its total charge is +1. As for the energy above the lowest of the compared OMol25 structures with the same formula, charge and spin: 13.7 kcal/mol. Its multiplicity is 2. The HOMO-LUMO gap (spin up / spin down) is 0.3617 / 0.2195 Eh. The value obtained for the lowest unoccupied orbital energy (spin up / spin down) is -0.1656 / -0.3080 hartree. The calculation puts the HOMO energy (spin up / spin down) at -14.349 / -14.352 eV.

Geometry as XYZ:
```
23
Properties=species:S:1:pos:R:3:lowdin_charge:R:1
C 1.09 -1.37 2.06 0.003
C 1.50 1.10 1.72 0.004
C 1.37 -0.17 1.21 -0.164
C 1.60 2.18 0.86 0.048
C 1.64 1.98 -0.55 0.024
C 1.39 -0.38 -0.23 0.089
C 1.50 0.74 -1.09 -0.021
H 1.50 1.29 2.78 0.138
H 1.70 3.21 1.18 0.134
H 2.02 -1.86 2.36 0.121
H 0.38 -2.08 1.65 0.100
H 1.75 2.85 -1.19 0.137
H 1.41 -1.34 -0.71 0.138
H 1.45 0.45 -2.13 0.128
H 0.66 -1.02 3.00 0.101
C -2.07 -1.17 -1.62 -0.161
C -3.19 -0.19 -1.23 -0.153
H -1.51 -1.43 -0.71 0.033
H -2.41 -2.12 -2.01 0.068
H -1.28 -0.66 -2.18 0.048
H -4.11 -0.76 -1.10 0.066
H -3.09 0.12 -0.18 0.059
H -3.33 0.65 -1.90 0.061
```


Record 2
Entry from OMol25: one molecule with the formula C4H8N2O (ωB97M-V/def2-TZVPD).

As for the energy above the lowest of the compared OMol25 structures with the same formula, charge and spin: 92.9 kcal/mol. Its multiplicity is 1. The HOMO-LUMO gap is 0.3419 Eh. The value obtained for the lowest unoccupied orbital energy is 0.0267 hartree. The calculation puts the HOMO energy at -8.576 eV.

Geometry as XYZ:
```
15
Properties=species:S:1:pos:R:3:lowdin_charge:R:1
C 2.42 -0.27 0.77 -0.103
C 1.31 -0.24 -0.23 -0.051
O 0.30 -0.86 0.38 -0.056
C -0.96 -0.80 -0.22 -0.423
N -1.81 -1.70 0.02 0.180
C -1.27 0.44 -1.03 -0.234
N -0.99 1.61 -0.20 0.007
H 2.16 0.52 1.48 0.089
H 3.37 -0.01 0.30 0.063
H 2.48 -1.21 1.34 0.081
H -0.59 0.46 -1.89 0.108
H -1.41 -2.41 0.63 0.070
H -2.31 0.34 -1.37 0.117
H -1.19 2.45 -0.73 0.074
H -1.62 1.61 0.61 0.081
```


Record 3
Entry from OMol25: one molecule with the formula C21H30N4O3 (ωB97M-V/def2-TZVPD).

As for the energy above the lowest of the compared OMol25 structures with the same formula, charge and spin: 78.8 kcal/mol. Its multiplicity is 1. The HOMO-LUMO gap is 0.3267 Eh. The value obtained for the lowest unoccupied orbital energy is 0.0217 hartree. The structure (SMILES) is COC[C@H](C)N1CCC(n2nccc2NC(=O)CCOc2ccccc2)CC1. The calculation puts the HOMO energy at -8.301 eV.

Geometry as XYZ:
```
58
Properties=species:S:1:pos:R:3:lowdin_charge:R:1
C 1.60 -1.17 -5.19 -0.104
O 0.25 -1.31 -4.81 -0.206
C -0.08 -2.55 -4.23 -0.182
C 0.34 -2.72 -2.75 -0.343
C 0.56 -4.21 -2.47 -0.050
N -0.72 -2.16 -1.91 -0.134
C -0.70 -2.50 -0.51 -0.182
C 0.43 -1.80 0.27 -0.101
C 0.26 -0.28 0.13 -0.269
N 1.34 0.43 0.79 -0.056
N 2.44 0.77 0.12 0.081
C 3.23 1.36 0.99 -0.145
C 2.65 1.40 2.27 -0.004
C 1.43 0.78 2.10 -0.236
N 0.41 0.51 3.00 0.170
C 0.31 1.07 4.24 -0.487
O 1.17 1.75 4.75 0.087
C -1.02 0.76 4.92 -0.060
C -2.12 1.72 4.43 -0.173
O -2.45 1.53 3.07 -0.053
C -1.87 2.29 2.09 -0.278
C -2.38 2.07 0.81 -0.027
C -1.86 2.75 -0.28 -0.098
C -0.82 3.65 -0.11 -0.095
C -0.32 3.87 1.16 -0.066
C -0.84 3.20 2.26 -0.024
C 0.22 0.09 -1.35 -0.111
C -0.88 -0.72 -2.06 -0.161
H 1.89 -1.96 -5.90 0.089
H 2.28 -1.20 -4.33 0.084
H 1.68 -0.20 -5.68 0.090
H -1.16 -2.63 -4.30 0.137
H 0.37 -3.36 -4.83 0.118
H 1.30 -2.20 -2.60 0.132
H -0.39 -4.74 -2.52 0.091
H 1.01 -4.37 -1.50 0.071
H 1.23 -4.63 -3.22 0.079
H -1.66 -2.18 -0.09 0.125
H -0.63 -3.58 -0.38 0.105
H 0.39 -2.09 1.33 0.115
H 1.40 -2.08 -0.13 0.121
H -0.69 0.03 0.59 0.132
H 4.19 1.74 0.69 0.096
H 3.04 1.81 3.17 0.090
H -0.39 0.01 2.64 0.134
H -0.90 0.89 5.99 0.127
H -1.32 -0.27 4.71 0.122
H -3.04 1.50 4.98 0.131
H -1.84 2.76 4.64 0.128
H -3.19 1.36 0.70 0.119
H -2.27 2.57 -1.26 0.108
H -0.41 4.17 -0.95 0.103
H 0.49 4.57 1.31 0.110
H -0.41 3.40 3.23 0.108
H 1.19 -0.11 -1.79 0.103
H 0.01 1.15 -1.46 0.104
H -1.85 -0.46 -1.64 0.121
H -0.88 -0.47 -3.12 0.111
```


Record 4
Entry from OMol25: a 4-piece molecular cluster, C2H12NO3 overall at a distorted geometry (ωB97M-V/def2-TZVPD).

Its total charge is +1. As for the energy above the lowest of the compared OMol25 structures with the same formula, charge and spin: 46.5 kcal/mol. Its multiplicity is 1. The HOMO-LUMO gap is 0.3742 Eh. The value obtained for the lowest unoccupied orbital energy is -0.1777 hartree. The calculation puts the HOMO energy at -15.017 eV.

Geometry as XYZ:
```
18
Properties=species:S:1:pos:R:3:lowdin_charge:R:1
C -0.96 -0.18 -0.02 -0.023
C 1.47 0.13 -0.37 0.199
N 0.41 0.09 0.45 0.030
H -0.92 -0.28 -1.03 0.060
H -1.31 -1.09 0.44 0.104
H -1.59 0.67 0.24 0.100
H 1.21 0.29 -1.37 0.083
H 2.47 -0.18 -0.10 0.121
H 0.63 0.15 1.46 0.182
H -2.95 0.04 3.08 0.036
H -1.60 0.54 3.39 0.040
O -2.11 0.15 2.69 -0.026
H 1.43 -3.41 -1.57 0.022
H 2.71 -3.22 -1.04 0.018
O 1.90 -2.79 -1.06 0.003
H 0.14 3.38 -1.45 0.054
H -0.68 2.81 -2.66 0.122
O -0.47 2.63 -1.64 -0.127
```


Which formula does entry 2 have?
C4H8N2O


Repeat the first record exactly.
Entry from OMol25: a 2-piece molecular cluster, C9H14 overall at a distorted geometry (ωB97M-V/def2-TZVPD).

Its total charge is +1. As for the energy above the lowest of the compared OMol25 structures with the same formula, charge and spin: 13.7 kcal/mol. Its multiplicity is 2. The HOMO-LUMO gap (spin up / spin down) is 0.3617 / 0.2195 Eh. The value obtained for the lowest unoccupied orbital energy (spin up / spin down) is -0.1656 / -0.3080 hartree. The calculation puts the HOMO energy (spin up / spin down) at -14.349 / -14.352 eV.

Geometry as XYZ:
```
23
Properties=species:S:1:pos:R:3:lowdin_charge:R:1
C 1.09 -1.37 2.06 0.003
C 1.50 1.10 1.72 0.004
C 1.37 -0.17 1.21 -0.164
C 1.60 2.18 0.86 0.048
C 1.64 1.98 -0.55 0.024
C 1.39 -0.38 -0.23 0.089
C 1.50 0.74 -1.09 -0.021
H 1.50 1.29 2.78 0.138
H 1.70 3.21 1.18 0.134
H 2.02 -1.86 2.36 0.121
H 0.38 -2.08 1.65 0.100
H 1.75 2.85 -1.19 0.137
H 1.41 -1.34 -0.71 0.138
H 1.45 0.45 -2.13 0.128
H 0.66 -1.02 3.00 0.101
C -2.07 -1.17 -1.62 -0.161
C -3.19 -0.19 -1.23 -0.153
H -1.51 -1.43 -0.71 0.033
H -2.41 -2.12 -2.01 0.068
H -1.28 -0.66 -2.18 0.048
H -4.11 -0.76 -1.10 0.066
H -3.09 0.12 -0.18 0.059
H -3.33 0.65 -1.90 0.061
```